Entry from OMol25: an isolated molecule of C7H7N3O2 at a distorted geometry (ωB97M-V with the def2-TZVPD basis set).

The geometry in XYZ format:
```
19
Properties=species:S:1:pos:R:3:forces:R:3:mulliken_charge:R:1
C 1.6105 1.2388 0.6915 1.0 -0.4 0.9 -0.81
C 0.7848 2.0517 -0.1359 -3.9 3.9 -4.0 -0.04
C 0.0574 2.7946 -0.8395 0.2 -1.5 0.5 -0.11
C 0.7101 -0.9212 -0.3736 2.4 2.8 4.2 0.30
C -1.4760 -1.6742 0.2693 -0.3 -0.6 -1.3 -0.80
C -2.6448 -0.7930 -0.0973 0.0 0.4 -0.2 -0.41
C -3.5249 -0.0105 -0.3966 -1.7 2.4 -1.3 0.18
H 1.1566 1.3517 1.7367 0.9 -0.9 -1.1 0.24
H 2.6300 1.6539 0.6955 -0.3 0.0 0.3 0.44
H -0.7637 3.3481 -1.5517 2.8 -1.7 2.4 0.33
H -0.1607 -0.8021 1.6219 0.8 0.1 -2.7 0.31
H -1.6973 -2.2718 1.1353 -0.4 0.0 0.5 0.40
H -1.2638 -2.4755 -0.5156 -0.4 1.4 0.6 0.31
H -4.3271 0.8988 -0.8268 3.0 -3.6 1.7 0.31
N 3.1968 -0.4155 -0.1803 -1.1 -0.6 0.3 -0.13
N 1.8407 -0.1204 0.1414 0.7 -0.2 0.1 0.50
N -0.2395 -0.9391 0.5618 -2.7 -0.8 2.8 -0.15
O 3.4063 -1.5566 -0.4981 -0.5 1.3 0.2 -0.40
O 0.7046 -1.3577 -1.4381 -0.4 -1.9 -4.1 -0.48
```
Positions in Å, forces in eV/Å.

Computed properties:
E_tot: -585.4086 a.u.
Kohn-Sham gap: 10.0 eV
net charge: 0
highest occupied orbital energy: -0.353 Ha
SMILES string: C#CCNC(=O)N(CC#C)N=O

Entry from OMol25: a structure of composition C29H53N2O2P2Sn at a distorted geometry (ωB97M-V with the def2-TZVPD basis set).

The geometry in XYZ format:
```
89
Properties=species:S:1:pos:R:3:forces:R:3:mulliken_charge:R:1
C -0.6826 -2.4688 -1.8787 -0.2 0.6 0.2 -0.28
C 1.5439 -2.3527 -1.0509 -0.7 -0.4 -0.5 0.73
C -0.4166 -3.6607 -2.5481 0.2 0.0 0.2 -0.71
C 1.7857 -3.6514 -1.5847 0.4 0.7 0.4 -0.94
C 0.8232 -4.2784 -2.3514 -0.3 -0.1 -0.1 -0.91
H -1.2010 -4.0896 -3.1692 0.3 -0.1 0.1 0.61
H 2.7642 -4.0865 -1.3905 -0.2 -0.1 -0.2 0.60
H 1.0174 -5.2519 -2.7934 0.0 0.2 0.0 0.49
N 0.2631 -1.8336 -1.1649 0.4 0.1 0.0 0.98
P -2.5254 -0.8998 -0.4395 -1.1 -0.6 -0.4 0.10
P 2.5598 0.1364 -0.1064 1.2 0.4 0.1 0.98
C -2.0711 -1.8255 -1.9662 0.4 -0.1 -0.3 -1.04
H -2.0918 -1.1343 -2.8264 0.1 -0.2 0.3 0.66
H -2.8355 -2.5933 -2.1753 0.3 0.2 0.1 0.48
C -0.3072 2.4950 1.5974 -0.1 2.8 1.4 0.29
O -0.3458 3.4933 2.1437 0.1 -2.3 -1.2 -0.16
C 2.5771 -1.5839 -0.4691 0.4 -1.2 0.0 -1.64
H 3.5276 -2.1118 -0.3236 -0.3 0.2 0.0 0.39
C 3.4046 0.9371 -1.6405 -0.3 0.2 -0.3 1.81
C 3.6046 0.3856 1.4854 -0.3 0.1 0.1 1.66
C -3.7630 0.4718 -0.8898 0.1 0.2 0.0 2.25
C -3.1650 -2.2566 0.7142 0.1 0.2 0.2 1.96
C 2.9900 2.4158 -1.6733 0.0 0.1 0.1 -1.30
H 3.3004 2.9554 -0.7692 -0.1 -0.1 -0.3 0.26
H 3.4658 2.9061 -2.5363 -0.1 -0.1 0.2 0.56
H 1.9024 2.5207 -1.7810 0.3 0.0 0.1 0.01
C 4.9283 0.7752 -1.5884 0.2 0.0 0.2 -1.80
H 5.3967 1.3285 -0.7664 -0.1 -0.2 -0.3 0.33
H 5.2144 -0.2833 -1.5283 0.0 0.3 0.0 0.41
H 5.3492 1.1720 -2.5256 -0.2 -0.1 0.2 0.55
C 2.9047 0.2175 -2.9012 -0.2 -0.1 0.0 -1.43
H 3.3330 0.7015 -3.7929 -0.1 -0.1 0.3 0.58
H 3.2156 -0.8342 -2.9086 0.0 0.2 -0.1 0.35
H 1.8142 0.2610 -2.9860 0.3 -0.2 -0.1 0.07
C 3.9028 1.8853 1.6480 0.0 0.1 -0.1 -1.67
H 2.9858 2.4885 1.6275 0.2 -0.1 0.0 0.28
H 4.3828 2.0421 2.6248 -0.2 -0.1 -0.2 0.54
H 4.5923 2.2678 0.8854 -0.2 -0.1 0.2 0.29
C 2.7774 -0.0988 2.6852 -0.1 -0.1 0.0 -1.52
H 1.8153 0.4176 2.7776 0.1 0.0 0.0 0.19
H 2.5865 -1.1776 2.6412 0.1 0.2 0.0 0.29
H 3.3500 0.0977 3.6033 -0.1 0.0 -0.3 0.60
C 4.9037 -0.4267 1.4648 0.2 -0.1 -0.3 -1.71
H 5.5702 -0.1721 0.6357 -0.2 -0.1 0.3 0.29
H 5.4485 -0.2092 2.3965 -0.2 -0.1 -0.2 0.53
H 4.7090 -1.5049 1.4377 0.1 0.2 0.1 0.39
C -3.4280 -1.6135 2.0868 -0.1 0.0 0.1 -1.50
H -3.8469 -2.3810 2.7517 0.1 0.2 -0.1 0.52
H -2.5017 -1.2412 2.5455 -0.2 -0.1 -0.1 0.12
H -4.1423 -0.7823 2.0415 0.1 -0.3 0.0 0.28
C -2.0942 -3.3493 0.8589 0.4 0.1 0.0 -1.40
H -1.8931 -3.8697 -0.0852 -0.2 0.0 0.2 0.27
H -1.1545 -2.9430 1.2495 -0.3 -0.2 -0.2 -0.03
H -2.4589 -4.0913 1.5841 0.0 0.2 -0.2 0.71
C -4.4275 -2.9162 0.1447 -0.3 0.1 0.0 -1.46
H -4.6065 -3.8419 0.7098 0.1 0.2 -0.1 0.52
H -5.3148 -2.2878 0.2586 0.2 -0.3 0.0 0.41
H -4.3179 -3.1931 -0.9117 -0.1 0.0 0.3 0.23
C -3.7074 0.7333 -2.4011 0.1 -0.1 -0.2 -1.62
H -4.0550 -0.1322 -2.9825 0.0 0.3 0.1 0.38
H -4.3740 1.5768 -2.6402 0.2 -0.2 0.1 0.68
H -2.6956 1.0039 -2.7301 -0.4 -0.1 0.1 -0.27
C -3.3284 1.7493 -0.1431 -0.1 -0.1 0.1 -1.44
H -2.3398 2.0965 -0.4719 -0.1 0.0 0.0 0.08
H -4.0535 2.5469 -0.3653 0.2 -0.2 0.1 0.60
H -3.3052 1.6070 0.9462 -0.1 0.0 -0.2 0.31
C -5.2018 0.1140 -0.5013 -0.2 0.0 0.0 -1.87
H -5.5723 -0.7486 -1.0688 0.1 0.3 0.2 0.44
H -5.3183 -0.0710 0.5740 0.0 0.1 -0.4 0.34
H -5.8464 0.9698 -0.7554 0.2 -0.2 0.1 0.53
Sn -0.1268 0.0390 0.0945 0.1 -0.5 -0.2 0.71
N -0.2642 1.0995 -1.9654 0.5 0.9 -2.3 0.06
C -0.1542 1.6328 -3.0062 -1.3 0.0 2.1 -0.50
C -0.2753 2.5331 -4.2099 0.4 -0.1 -0.6 1.75
C 0.8144 2.1790 -5.2251 0.5 -0.3 -0.1 -1.58
C -1.6492 2.3500 -4.8583 -0.6 -0.4 0.2 -1.70
C -0.1480 3.9918 -3.7663 0.1 0.3 0.7 -1.51
H 1.8189 2.3027 -4.7980 -0.2 0.0 -0.1 0.24
H 0.7015 1.1434 -5.5708 0.1 0.2 0.0 0.39
H 0.7359 2.8389 -6.1002 -0.1 -0.2 0.3 0.49
H -2.4438 2.6755 -4.1739 0.1 -0.1 -0.3 0.39
H -1.7187 2.9676 -5.7654 0.2 -0.2 0.3 0.48
H -1.8205 1.3039 -5.1424 0.0 0.2 0.0 0.37
H -0.2137 4.6518 -4.6428 0.0 -0.3 0.2 0.43
H -0.9685 4.2558 -3.0851 0.2 0.0 -0.1 0.39
H 0.8066 4.1846 -3.2608 -0.2 0.0 -0.1 0.35
O 0.1086 -1.7401 2.4143 0.1 -0.2 0.5 -0.54
H 0.5495 -2.6012 2.5413 -0.1 0.4 0.0 0.30
H -0.3086 -1.5632 3.2780 0.2 0.0 -0.4 0.27
```
Positions in Å, forces in eV/Å.

Computed properties:
E_tot: -2292.8578 a.u.
Kohn-Sham gap (spin up / spin down): 6.1 / 5.7 eV
net charge: +3
highest occupied orbital energy (spin up / spin down): -0.617 / -0.593 Ha

Entry from OMol25: an isolated molecule of C5H11NO (ωB97M-V with the def2-TZVPD basis set).

The geometry in XYZ format:
```
18
Properties=species:S:1:pos:R:3:forces:R:3:mulliken_charge:R:1
C 2.7804 -0.0814 -0.1541 0.2 0.0 0.0 -0.88
N 1.4150 0.0140 -0.6164 -0.1 0.1 0.0 -0.18
C 0.4455 0.5348 0.1878 0.0 0.0 0.1 0.30
O 0.7230 1.1249 1.2191 -0.1 -0.2 -0.2 -0.64
C -0.9843 0.2326 -0.2582 0.0 0.0 0.0 0.66
C -1.2333 -1.2933 -0.1936 0.0 -0.1 0.0 -1.27
C -1.9859 0.9945 0.6036 0.0 0.0 0.0 -1.55
H 3.2754 0.8931 -0.1262 0.0 -0.1 0.0 0.27
H 3.3311 -0.7487 -0.8192 0.0 0.1 0.1 0.34
H 2.7981 -0.4973 0.8582 0.0 0.1 -0.1 0.27
H 1.1702 -0.3431 -1.5241 0.0 -0.1 0.2 0.28
H -1.0769 0.5534 -1.3054 0.0 0.0 0.1 0.27
H -1.7177 -1.5607 0.7513 0.1 0.1 -0.1 0.34
H -0.2998 -1.8632 -0.2517 -0.2 0.1 -0.1 0.38
H -1.8862 -1.6301 -1.0050 0.1 0.1 0.1 0.30
H -3.0088 0.7038 0.3411 0.1 0.1 0.0 0.41
H -1.8161 0.7595 1.6590 0.0 0.0 -0.2 0.32
H -1.8802 2.0774 0.4897 0.0 -0.2 0.0 0.36
```
Positions in Å, forces in eV/Å.

Computed properties:
E_tot: -327.1230 a.u.
Kohn-Sham gap: 10.5 eV
net charge: 0
highest occupied orbital energy: -0.352 Ha
SMILES string: CNC(=O)C(C)C